Entry 1:
A structure of composition C17H27NO3, computed with ωB97M-V with the def2-TZVPD basis set.

LUMO   0.030 Ha
Energy relative to the best compared isomer or geometry (same formula, charge and spin)   481.1 kcal/mol
Frontier orbital gap   0.343 hartree
Spin multiplicity   1

Last column: Mulliken charge in e.
Cartesian coordinates (Å):
C -1.09495 3.28505 5.79129  -0.822
H -1.30914 3.66930 4.65438  0.301
O 0.40582 3.19164 5.85878  -0.426
C 1.08217 2.48246 5.15696  1.084
C 2.44786 2.65213 5.37910  -1.222
C 3.21291 1.67500 4.78812  -0.405
C 2.60575 0.84089 3.85273  -0.050
C 1.52220 0.91313 3.42777  -0.069
C 0.67531 1.72291 4.22577  -0.023
H -0.50651 1.67138 3.93693  0.131
O 0.93140 -0.02455 2.57103  -0.219
C 1.72291 -0.70659 1.72958  -0.889
C 0.56398 -1.20788 0.59428  0.002
C 0.04248 -0.47365 -0.28932  -1.108
C -0.98861 -0.87759 -1.24094  -0.260
C -0.60666 -2.02857 -2.07978  -1.541
C -1.71584 -2.38628 -3.24409  -1.321
N -1.37564 -1.92400 -4.48536  0.149
C -1.96994 -2.67863 -5.68963  -0.652
C -1.69512 -2.17259 -6.87153  -0.949
H -2.18587 -2.46344 -7.72836  0.422
O -1.88371 -0.81569 -6.87088  -0.374
C -1.11234 -0.12569 -6.00990  -0.596
C -1.60847 -0.61967 -4.51679  -0.478
H -0.65093 0.05795 -3.99614  0.140
H -2.60577 -0.29762 -4.54188  0.364
H -1.51771 1.17932 -6.18340  0.255
H 0.04856 -0.27636 -6.22832  0.322
H -0.67206 -2.31557 -7.00290  0.429
H -1.92961 -3.70568 -5.52987  0.572
H -3.03948 -2.51081 -5.45920  0.403
H -1.44377 -3.44002 -3.33819  0.387
H -2.56738 -2.24372 -2.89593  0.882
H -0.22553 -2.75153 -1.63641  1.140
H 0.29203 -1.51866 -2.70360  0.273
H -1.72817 -1.62889 -0.59469  0.143
H -1.43021 -0.06151 -1.83631  0.312
H 0.63899 -0.12496 -0.79471  0.834
H -0.40488 0.38414 0.33125  0.102
H 1.23866 -2.27025 0.27204  0.063
H -0.35834 -1.96846 1.21144  0.183
H 1.99147 -1.65462 2.50413  0.249
H 2.29715 -0.10643 1.23393  0.596
H 3.34838 0.29952 3.19014  0.244
H 4.47330 1.64514 4.99089  0.175
H 2.79007 3.06735 6.10818  0.641
H -1.52517 4.09291 6.47180  0.238
H -1.66222 2.42136 5.85562  0.366

Entry 2:
A structure of composition C17H27O13Rb2, computed with ωB97M-V with the def2-TZVPD basis set.

LUMO (alpha / beta)   -0.280 / -0.369 Ha
Charge   +2
Energy relative to the best compared isomer or geometry (same formula, charge and spin)   15.8 kcal/mol
Frontier orbital gap (alpha / beta)   0.253 / 0.165 hartree
Spin multiplicity   2
Expectation value of S²   0.754

Last column: Mulliken charge in e.
Cartesian coordinates (Å):
Rb 15.67665 -25.90523 -22.99293  0.983
Rb 15.18106 -29.92924 -23.05704  1.021
C 15.84629 -27.92320 -19.52490  0.686
O 15.53119 -27.97848 -20.87506  -0.408
H 15.31604 -27.15652 -18.96001  0.215
H 15.64610 -28.83910 -18.96888  -0.285
H 16.90270 -27.81330 -19.27985  -0.348
C 15.90502 -25.27154 -16.16243  -1.131
C 16.25994 -24.05024 -17.13629  0.304
C 17.21129 -24.35512 -18.30724  0.741
O 16.44165 -23.98848 -19.43342  -0.384
C 15.22594 -23.55700 -19.11783  0.632
O 14.34669 -23.30688 -19.94578  -0.594
O 14.99034 -23.68095 -17.78953  -0.360
H 15.17601 -25.21067 -15.35439  0.448
H 16.80780 -25.62389 -15.66350  0.349
H 15.55620 -26.15950 -16.68964  0.072
H 16.71362 -23.18077 -16.66058  0.398
H 17.39697 -25.42434 -18.40909  -0.597
H 18.15333 -23.81550 -18.20977  0.174
C 19.62114 -27.78994 -20.62084  -0.881
C 20.72115 -26.93753 -19.97926  0.558
C 21.49345 -25.97126 -20.85596  -0.557
O 21.44759 -24.73101 -20.16298  -0.309
C 20.75589 -24.76144 -19.11177  0.516
O 20.56628 -23.84532 -18.31020  -0.573
O 20.12732 -26.03666 -19.05964  -0.116
H 19.01548 -27.37078 -21.42433  0.337
H 18.90932 -28.12053 -19.86446  -0.250
H 20.00789 -28.66954 -21.13545  0.494
H 21.45020 -27.61633 -19.53674  0.207
H 21.06304 -25.99199 -21.85717  0.280
H 22.53834 -26.24804 -20.99628  0.348
C 14.46265 -30.69438 -16.50548  -0.821
C 14.77985 -31.97350 -17.26330  0.139
C 15.79160 -31.95359 -18.42364  0.763
O 16.49219 -33.15658 -18.15116  -0.441
C 16.29605 -33.62881 -16.90834  0.668
O 16.73174 -34.67329 -16.40476  -0.555
O 15.43488 -32.80659 -16.35885  -0.363
H 13.75911 -30.86347 -15.69029  0.446
H 14.05703 -30.01248 -17.25286  0.313
H 15.38316 -30.19164 -16.20883  -0.178
H 13.90314 -32.45123 -17.70063  0.391
H 16.44998 -31.08698 -18.36338  -0.619
H 15.16570 -32.09030 -19.30548  0.246
C 19.09501 -30.07954 -17.71904  -0.982
C 19.15429 -29.29673 -16.41966  0.463
C 18.82352 -27.79429 -16.40604  0.403
O 17.78678 -27.66715 -15.50738  -0.229
C 17.39293 -28.84386 -15.05496  0.467
O 16.42822 -29.01488 -14.35007  -0.541
O 18.16992 -29.83603 -15.53142  -0.342
H 18.23259 -29.86171 -18.34902  -0.119
H 19.01043 -31.16584 -17.74911  0.487
H 19.98333 -29.80119 -18.28607  0.347
H 20.13336 -29.42643 -15.95848  0.271
H 18.58221 -27.49126 -17.42489  -0.492
H 19.69550 -27.22123 -16.09085  0.310

Entry 3:
A structure of composition C17H28BrCoO9, computed with ωB97M-V with the def2-TZVPD basis set.

LUMO (alpha / beta)   -0.068 / -0.072 Ha
Charge   +1
Energy relative to the best compared isomer or geometry (same formula, charge and spin)   6.1 kcal/mol
Frontier orbital gap (alpha / beta)   0.317 / 0.309 hartree
Spin multiplicity   4
Expectation value of S²   3.756

Last column: Mulliken charge in e.
Cartesian coordinates (Å):
Co -0.17552 1.34589 0.22065  1.020
Br -2.20061 2.82674 0.47737  -0.632
O 1.37448 -0.16784 -0.10797  0.076
C 2.42787 -0.69502 0.11528  0.295
O 2.90243 -0.87642 1.37096  -0.274
C 4.07383 -1.70732 1.32232  -0.555
C 4.05420 -2.38989 -0.04014  -0.567
C 3.38949 -1.29311 -0.86178  -0.436
H 4.13141 -2.39687 2.16315  0.351
H 4.93968 -1.04511 1.43394  0.313
H 3.39466 -3.25657 -0.00585  0.287
H 5.05132 -2.65753 -0.37392  0.333
H 2.83498 -1.70215 -1.70598  0.285
H 4.08252 -0.51609 -1.19063  0.314
O 0.58275 1.37704 2.12355  -0.465
C 0.52487 1.64347 3.29798  0.376
O -0.39687 2.46216 3.78783  -0.326
C -0.27541 2.58250 5.21806  -0.503
C 0.57531 1.39466 5.63908  -0.589
C 1.40473 1.08591 4.39965  -0.253
H -1.24764 2.54028 5.69966  0.338
H 0.18320 3.54276 5.45668  0.290
H -0.09068 0.55145 5.82975  0.291
H 1.24306 1.50709 6.49127  0.346
H 1.56533 0.01955 4.26081  0.238
H 2.37886 1.57534 4.35749  0.303
O -1.27837 -0.42509 0.69622  -0.470
C -1.93268 -1.34160 0.26765  0.334
O -1.42371 -2.31392 -0.48612  -0.318
C -2.44664 -3.26757 -0.84109  -0.545
C -3.78201 -2.62345 -0.48332  -0.485
C -3.39851 -1.58967 0.55576  -0.551
H -2.26953 -4.17054 -0.25247  0.372
H -2.36400 -3.56873 -1.88377  0.320
H -4.48391 -3.39846 -0.18279  0.384
H -4.22566 -2.11733 -1.34298  0.217
H -3.42412 -1.99124 1.57195  0.367
H -3.94046 -0.65126 0.47708  0.316
O -0.69271 0.92612 -1.79172  -0.259
C -1.12712 0.68170 -2.88379  0.234
O -0.78873 1.45808 -3.91935  -0.380
C -1.70899 1.30557 -5.00744  -0.466
C -2.39739 -0.04998 -4.77672  -0.667
C -2.20151 -0.31862 -3.28227  0.086
H -1.17339 1.34059 -5.95196  0.329
H -2.43013 2.12155 -4.95469  0.279
H -1.94995 -0.84476 -5.36673  0.311
H -3.44843 0.04109 -5.04862  0.302
H -1.84382 -1.33984 -3.17146  0.030
H -3.03836 -0.12836 -2.61315  0.266
C 1.99712 2.57345 -1.74356  -0.606
O 1.10911 2.74371 -0.63355  -0.318
H 2.06713 3.47173 -2.36082  0.325
H 3.01137 2.34523 -1.41116  0.297
H 1.55402 1.79946 -2.36159  0.166
H 1.30313 3.58119 -0.19672  0.275

Entry 4:
A structure of composition C17H28BrFI2N2O3P, computed with ωB97M-V with the def2-TZVPD basis set.

LUMO   -0.166 Ha
Charge   +1
Frontier orbital gap   0.277 hartree
Spin multiplicity   1

Last column: Mulliken charge in e.
Cartesian coordinates (Å):
C -4.22089 -1.67449 -0.37019  -1.302
C -3.06228 -2.63959 -0.67165  0.243
C -2.52283 -2.50965 -2.08969  -0.841
C -1.15624 -3.17005 -2.29758  -0.875
C -0.04539 -2.39350 -1.59396  0.083
C 1.34361 -2.79500 -2.06252  -0.727
C 2.50823 -2.24466 -1.18972  -1.709
C 2.10451 -1.00516 -0.45963  0.475
N 1.73662 -1.17069 0.78352  -1.069
N 1.29666 -0.12172 1.46443  1.264
C 0.86981 -0.49236 2.81451  -0.963
C -0.64509 -0.67486 2.88159  -0.193
F -1.02154 -0.52430 4.19586  -0.347
C 1.22287 1.13108 1.02141  0.372
C 0.71910 2.22899 1.89431  -0.273
P 2.00508 2.72843 3.13175  0.800
O 3.27247 2.10906 2.77560  -0.583
O 1.44821 2.29637 4.56254  -0.545
O 2.04989 4.30616 3.17569  -0.483
C 1.59124 1.38741 -0.30513  1.647
C 1.41044 2.74766 -0.91632  -2.394
I 2.67561 4.23654 -0.07245  0.341
C -0.13677 3.06211 -1.02103  -0.153
C -0.53614 3.20977 -2.49114  -1.433
I -0.80945 4.81466 -0.00382  0.178
C 2.03364 0.28032 -1.03801  0.199
Br 2.57019 0.39546 -2.84042  -0.022
H -4.19091 -0.79785 -1.01216  0.347
H -5.18424 -2.15637 -0.49734  0.331
H -4.16966 -1.32917 0.65960  0.353
H -3.41989 -3.65393 -0.51052  0.329
H -2.27433 -2.46693 0.06050  -0.233
H -3.25463 -2.92084 -2.78146  0.405
H -2.43265 -1.44777 -2.33014  0.358
H -0.96097 -3.22083 -3.36671  0.418
H -1.20861 -4.18224 -1.89981  0.378
H -0.23663 -1.33433 -1.77974  0.217
H -0.14689 -2.57668 -0.52587  0.122
H 1.41270 -3.87774 -2.03579  0.388
H 1.48131 -2.45212 -3.08282  0.352
H 2.77935 -2.96686 -0.42925  0.392
H 3.36872 -2.01648 -1.80670  0.476
H 1.33620 -1.44037 3.04576  0.477
H 1.23930 0.21732 3.53814  0.401
H -1.18051 0.05485 2.27685  0.295
H -0.91800 -1.66869 2.53572  0.312
H 0.47414 3.08471 1.27435  -0.905
H -0.18894 1.96427 2.43048  0.819
H 0.48841 2.27898 4.65542  0.407
H 1.21432 4.73099 3.40628  0.360
H 1.77494 2.69884 -1.92307  0.854
H -0.66408 2.20257 -0.61795  0.423
H -0.08074 2.41912 -3.08001  0.346
H -0.14729 4.14972 -2.87358  0.464
H -1.61201 3.18980 -2.60813  0.422

| no. | largest force on an atom (eV/Å) |
| --- | --- |
| 1 | 19.9 |
| 2 | 5.1 |
| 3 | 1.2 |
| 4 | 1.2 |